[1]
{
  "formula": "C4H4N2O",
  "method": "the ωB97M-V functional and the def2-TZVPD basis",
  "symbols": ["C", "C", "C", "C", "N", "N", "O", "H", "H", "H", "H"],
  "coordinates": [[0.90, -0.93, -0.12], [-0.22, -0.10, -0.02], [0.34, 1.17, 0.10], [-1.71, -0.21, 0.04], [2.01, -0.21, -0.08], [1.66, 1.08, 0.05], [-2.26, 0.99, -0.11], [0.96, -1.99, -0.23], [-2.06, -0.91, -0.75], [-2.01, -0.69, 1.00], [2.37, 1.79, 0.12]],
  "nbo_charge": [-0.051, -0.302, 0.336, -0.146, -0.259, -0.409, -0.257, 0.214, 0.236, 0.218, 0.420],
  "gap_ev": [7.85, 7.73],
  "e_homo_ev": [-9.15, -9.44],
  "e_lumo_ev": [-1.31, -1.71],
  "e_above_lowest_kcal_mol": 133.1
}

[2]
{
  "formula": "C4H6N2O2",
  "method": "the ωB97M-V functional and the def2-TZVPD basis",
  "symbols": ["N", "C", "C", "O", "C", "N", "O", "H", "H", "C", "H", "H", "H", "H"],
  "coordinates": [[0.05, -1.78, -0.33], [0.19, -0.72, -0.74], [0.36, 0.63, -1.01], [-0.23, 1.36, -1.76], [1.52, 1.08, -0.10], [2.62, 1.19, -0.86], [1.31, 1.58, 0.98], [2.53, 0.88, -1.89], [3.48, 1.66, -0.58], [-2.33, -1.16, 1.30], [-1.46, -1.67, 0.84], [-3.10, -1.27, 0.46], [-2.21, -0.10, 1.53], [-2.73, -1.68, 2.17]],
  "nbo_charge": [-0.202, 0.160, 0.395, -0.413, 0.587, -0.807, -0.548, 0.410, 0.422, -0.864, 0.227, 0.206, 0.213, 0.215],
  "gap_ev": 9.31,
  "e_homo_ev": -10.49,
  "e_lumo_ev": -1.18,
  "smiles": "N#CC(=O)C(N)=O.C",
  "e_above_lowest_kcal_mol": 57.5
}

[3]
{
  "formula": "C23H21Br2Cl2F18N3O6",
  "method": "the ωB97M-V functional and the def2-TZVPD basis",
  "symbols": ["C", "N", "C", "C", "C", "C", "C", "F", "F", "C", "F", "F", "C", "F", "F", "C", "F", "F", "C", "F", "F", "C", "F", "F", "C", "F", "F", "C", "F", "F", "F", "O", "C", "O", "C", "O", "N", "O", "C", "O", "N", "C", "O", "F", "C", "C", "Br", "C", "C", "Br", "H", "H", "H", "H", "H", "H", "H", "H", "H", "H", "H", "H", "H", "H", "H", "H", "H", "Cl", "C", "C", "Cl", "H", "H", "H", "H"],
  "coordinates": [[-0.37, -1.94, -1.50], [0.32, -1.14, -2.50], [0.37, 0.29, -2.26], [1.53, 0.85, -1.38], [1.14, 0.94, 0.11], [0.65, 2.33, 0.57], [-0.67, 2.31, 1.31], [-0.83, 3.51, 1.94], [-0.66, 1.35, 2.28], [-1.92, 2.05, 0.42], [-2.05, 0.71, 0.24], [-1.72, 2.63, -0.78], [-3.25, 2.63, 1.00], [-3.28, 3.93, 0.67], [-3.29, 2.55, 2.34], [-4.54, 1.98, 0.39], [-5.49, 2.94, 0.35], [-4.31, 1.61, -0.88], [-5.14, 0.81, 1.23], [-5.81, 1.32, 2.27], [-4.13, 0.06, 1.71], [-6.07, -0.17, 0.46], [-6.48, -1.07, 1.38], [-5.35, -0.83, -0.46], [-7.33, 0.43, -0.21], [-7.84, 1.43, 0.52], [-6.99, 0.88, -1.43], [-8.46, -0.62, -0.42], [-9.10, -0.86, 0.71], [-7.99, -1.76, -0.91], [-9.34, -0.12, -1.29], [1.79, 2.15, -1.98], [3.09, 2.34, -2.27], [3.51, 3.21, -2.98], [3.93, 1.24, -1.57], [5.01, 0.92, -2.43], [6.15, 1.82, -2.28], [6.65, 2.01, -3.30], [4.29, 1.94, -0.23], [3.62, 2.86, 0.16], [5.39, 1.49, 0.50], [5.90, 2.46, 1.40], [6.82, 3.17, 1.20], [5.23, 2.44, 2.55], [2.87, 0.12, -1.62], [3.10, -1.27, -0.96], [3.75, -2.50, -2.32], [3.96, -1.25, 0.31], [5.43, -1.61, 0.12], [3.23, -2.58, 1.57], [-0.45, -2.97, -1.86], [-1.39, -1.57, -1.39], [0.10, -1.98, -0.51], [1.22, -1.54, -2.74], [0.43, 0.81, -3.22], [-0.57, 0.58, -1.79], [1.99, 0.64, 0.73], [0.37, 0.20, 0.32], [0.63, 3.07, -0.22], [1.35, 2.71, 1.32], [6.15, 1.18, -0.11], [2.85, -0.10, -2.69], [2.13, -1.67, -0.69], [3.85, -0.31, 0.84], [6.00, -1.37, 1.01], [5.85, -1.15, -0.78], [5.51, -2.69, -0.02], [0.65, -5.25, 0.56], [-0.20, -5.82, 2.02], [-0.37, -4.73, 3.05], [1.18, -4.23, 3.77], [0.38, -6.64, 2.43], [-1.17, -6.18, 1.71], [-0.99, -5.12, 3.86], [-0.85, -3.84, 2.64]],
  "mulliken_charge": [-0.670, -0.151, -1.731, 2.578, -0.901, -1.501, 0.411, -0.364, -0.302, 0.746, -0.317, -0.359, 0.682, -0.307, -0.299, 0.679, -0.328, -0.316, 0.552, -0.285, -0.276, 0.598, -0.322, -0.276, 0.659, -0.272, -0.274, 0.616, -0.242, -0.244, -0.253, -0.479, 0.103, -0.607, 2.259, -0.439, 0.162, -0.337, -0.597, -0.551, 0.266, 0.384, -0.449, -0.206, -1.871, -0.389, 0.025, 0.414, -1.832, -0.071, 0.315, 0.224, 0.221, 0.354, 0.314, 0.082, 0.088, 0.809, 0.738, 0.362, 0.375, 0.995, 0.208, 0.226, 0.401, 0.373, 0.603, -0.132, -0.493, -0.439, -0.184, 0.327, 0.303, 0.350, 0.258],
  "gap_ev": 8.33,
  "e_homo_ev": -9.29,
  "e_lumo_ev": -0.96,
  "smiles": "CNC[C@]1(CCC(F)(F)C(F)(F)C(F)(F)C(F)(F)C(F)(F)C(F)(F)C(F)(F)C(F)(F)F)OC(=O)[C@@](ON=O)(C(=O)NC(=O)F)[C@H]1[C@@H](Br)[C@H](C)Br.ClCCCl"
}

[4]
{
  "formula": "C4H5NOS2",
  "method": "the ωB97M-V functional and the def2-TZVPD basis",
  "symbols": ["N", "C", "C", "C", "S", "C", "O", "S", "H", "H", "H", "H", "H"],
  "coordinates": [[0.50, -1.28, 0.66], [0.03, -0.18, -0.01], [-0.58, 0.98, 0.27], [-0.73, 1.44, 1.65], [-1.43, 2.83, 2.02], [-0.02, -0.40, -1.56], [-1.00, 0.02, -2.10], [1.31, -1.19, -2.54], [0.64, -2.09, -0.12], [0.03, -1.68, 1.75], [-1.15, 1.55, -0.56], [-0.24, 0.76, 2.44], [2.64, -0.78, -1.90]],
  "nbo_charge": [-0.833, 0.123, -0.347, -0.311, 0.041, 0.411, -0.502, -0.078, 0.416, 0.434, 0.271, 0.189, 0.186],
  "gap_ev": 7.75,
  "e_homo_ev": -8.50,
  "e_lumo_ev": -0.75,
  "smiles": "N/C(=C\\C=S)C(=O)S",
  "e_above_lowest_kcal_mol": 76.3
}

[5]
{
  "formula": "C3H2N2OS2",
  "method": "the ωB97M-V functional and the def2-TZVPD basis",
  "symbols": ["O", "N", "C", "S", "N", "C", "C", "S", "H", "H"],
  "coordinates": [[-1.51, 2.29, 0.07], [-0.28, 1.79, 0.16], [-0.25, 0.58, -0.09], [-1.51, -0.76, -0.12], [-0.39, -2.08, 0.05], [0.82, -1.67, 0.17], [1.05, -0.13, 0.05], [2.50, 0.64, -0.10], [-2.24, 1.59, -0.35], [1.82, -2.25, 0.17]],
  "nbo_charge": [-0.495, -0.003, -0.078, 0.383, -0.468, 0.038, -0.202, 0.145, 0.443, 0.235],
  "gap_ev": 7.44,
  "e_homo_ev": -9.29,
  "e_lumo_ev": -1.85,
  "smiles": "O/N=C1\\SN=CC1=S",
  "e_above_lowest_kcal_mol": 76.6
}

[6]
{
  "formula": "C10H10N2O2S",
  "method": "the ωB97M-V functional and the def2-TZVPD basis",
  "symbols": ["O", "C", "C", "C", "C", "C", "C", "C", "O", "N", "C", "N", "C", "C", "S", "H", "H", "H", "H", "H", "H", "H", "H", "H", "H"],
  "coordinates": [[-0.18, -1.17, 0.91], [-0.22, -0.18, 0.21], [0.91, 0.33, -0.57], [2.10, -0.30, -0.55], [3.26, 0.11, -1.27], [4.52, -0.45, -1.31], [5.28, 0.36, -2.18], [4.45, 1.35, -2.60], [3.23, 1.22, -2.06], [-1.37, 0.57, 0.09], [-2.53, 0.25, 0.74], [-3.58, 0.95, 0.61], [-4.70, 0.46, 1.37], [-4.32, -0.81, 2.16], [-2.56, -1.17, 1.78], [0.76, 1.22, -1.17], [2.20, -1.18, 0.06], [4.84, -1.33, -0.79], [6.31, 0.22, -2.45], [4.60, 2.18, -3.26], [-1.40, 1.39, -0.50], [-5.52, 0.27, 0.67], [-5.02, 1.26, 2.04], [-4.41, -0.68, 3.23], [-4.91, -1.67, 1.85]],
  "nbo_charge": [-0.592, 0.649, -0.319, -0.124, 0.201, -0.241, -0.322, 0.121, -0.390, -0.618, 0.277, -0.489, -0.239, -0.568, 0.275, 0.211, 0.242, 0.231, 0.234, 0.207, 0.418, 0.199, 0.199, 0.218, 0.218],
  "gap_ev": 8.04,
  "e_homo_ev": -8.27,
  "e_lumo_ev": -0.22,
  "smiles": "O=C(/C=C/c1ccco1)NC1=NCCS1",
  "e_above_lowest_kcal_mol": 0.0
}